# 1
Here is 2 unconnected molecules or ions with the total composition C5H9NS in a non-equilibrium geometry from the OMol25 dataset. Energies are from ωB97M-V with the def2-TZVPD basis set.

Results
relative energy (zero: lowest compared OMol25 entry of this formula, charge and spin) = 145.7 kcal per mole
structure (SMILES) = CC(C)=NS.C#C
HOMO energy = -8.7 eV
LUMO level = 0.720 eV

Structure (ORCA input):
```
! wB97M-V def2-TZVPD RIJCOSX def2/J DEFGRID3
* xyz 0 1
H 1.5089 2.3695 -0.3320
H -0.8225 -2.4273 0.8933
H -0.5517 -0.7279 1.4723
H 2.9654 -0.1928 1.0618
C 2.8221 0.8589 0.7722
C 2.1612 1.7583 0.3625
C -1.9683 0.1480 0.0812
H -2.3190 1.3920 0.3822
C -0.2692 -1.5113 0.8041
S 0.2027 0.7664 -2.3472
C -0.6836 -0.4269 -0.1422
H 1.0969 -0.0504 -2.9325
H 0.8324 -1.5586 1.1071
H -2.6008 -0.4543 0.7986
H -2.6030 0.1773 -1.0350
N 0.2286 -0.1208 -0.9462
*
```


# 2
Here is a molecular structure, C29H39O5Pt in a non-equilibrium geometry from the OMol25 dataset. Energies are from ωB97M-V with the def2-TZVPD basis set.

Results
relative energy (zero: lowest compared OMol25 entry of this formula, charge and spin) = 16.3 kcal per mole
HOMO energy (spin up / spin down) = -0.2 / -3.2 eV
LUMO level (spin up / spin down) = 1.946 / 1.945 eV
⟨S²⟩ = 6.0222

Structure (ORCA input):
```
! wB97M-V def2-TZVPD RIJCOSX def2/J DEFGRID3
* xyz -1 5
H -2.2545 0.6043 -2.3432
H -0.2404 -1.9628 3.8815
C 2.4803 1.2186 0.4613
H 3.6197 -0.7500 0.3757
C 3.0591 -0.1070 4.9995
H 5.6564 0.6050 5.2675
H -3.0781 -1.8321 -3.4512
H 4.7335 2.0419 5.7763
C -0.6660 1.0963 2.6013
O 0.6496 -1.6395 -2.2704
Pt 1.6558 0.1210 2.4082
H 0.4940 2.3504 4.0144
H 3.3081 2.2434 3.5709
H 0.8861 -3.5080 -4.1539
C 2.3416 2.1406 1.5184
H 4.7398 -1.2691 7.6082
C -0.5825 -0.0054 -3.5644
C 0.3185 -0.2387 -2.3417
C 0.0592 -3.6743 -3.4558
H 4.5175 -0.0922 2.8220
C 3.7931 0.1518 6.2693
C -1.4876 -2.6508 -1.7760
H 2.5933 1.8078 7.0582
C 3.3324 0.1771 0.8867
O -2.6495 -0.0963 -6.7686
H 0.3999 -4.3392 -2.6528
H 2.0780 1.3151 -0.5360
H 3.4314 0.8357 8.2896
C 1.8960 -0.2316 4.4594
H -1.7759 1.8210 -3.5141
H -1.6515 -0.7737 1.9160
H 5.6161 1.0793 6.9952
C -2.5303 -1.3983 -4.2733
H -0.5210 -1.6818 -4.9782
C 4.1810 -1.2558 6.6694
H -0.7404 -4.1926 -4.0036
C -1.0271 -1.4533 -4.0354
C 5.0262 1.0215 6.0673
O -5.1011 0.1415 -5.1027
H -2.8479 -1.8635 -5.1967
H -2.9611 3.5032 -6.9677
C 2.8943 0.7798 7.3292
H 1.7366 3.0640 1.5479
O -4.7146 0.7024 -2.9488
O -2.2635 1.9456 -5.8537
C 0.4488 0.0826 4.5089
C -6.5049 0.4147 -4.8361
C 0.2231 1.3610 3.6744
C -2.6098 0.6388 -5.7820
H 1.2508 0.3341 -2.4127
C -0.9613 -0.2904 2.5891
H 4.7919 -1.7128 5.8748
C -1.8710 0.7556 -3.3471
C -2.8513 0.1009 -4.3317
C -0.2451 -0.9195 3.6104
H -0.9727 -3.1265 -0.9331
H -0.1742 0.0433 -1.3942
C -4.2999 0.3523 -4.0384
H 3.2710 -1.8676 6.7895
H -1.1774 1.8352 1.9999
H -6.6462 1.4895 -4.6994
C -3.2424 2.9864 -6.0547
H -2.2787 -3.3303 -2.1237
H -4.2598 2.6034 -6.1533
H -7.0346 0.0650 -5.7144
C -0.4612 -2.3589 -2.8885
H -3.1734 3.6597 -5.2109
H -6.8603 -0.1028 -3.9383
C 3.7971 0.4622 2.2324
C 3.1580 1.7190 2.6218
H -0.0087 0.4719 -4.3696
H 0.2461 0.1240 5.6331
H 1.9783 0.1822 7.4883
H -1.9369 -1.7245 -1.3998
*
```


# 3
Here is a molecular structure, C43H39N7O3Ti in a non-equilibrium geometry from the OMol25 dataset. Energies are from ωB97M-V with the def2-TZVPD basis set.

Results
HOMO energy (spin up / spin down) = -15.8 / -15.8 eV
LUMO level (spin up / spin down) = -9.741 / -9.679 eV
⟨S²⟩ = 0.7520

Structure (ORCA input):
```
! wB97M-V def2-TZVPD RIJCOSX def2/J DEFGRID3
* xyz 3 2
C 18.9130 -17.5189 0.9893
C 7.4126 -15.9777 2.2319
H 13.8895 -13.9128 5.8456
C 9.4920 -14.8815 2.7848
C 16.5999 -16.5444 -3.4629
H 7.8525 -15.6065 -1.3793
H 17.3626 -16.6135 -4.2342
H 10.3056 -14.9254 -1.2705
C 16.5188 -15.3501 -2.7490
N 10.8795 -15.0319 3.0943
H 14.9027 -19.2250 4.5375
C 10.7821 -13.8275 5.2429
C 11.4850 -16.4701 -5.3454
H 16.2275 -19.2671 -4.5033
H 8.3196 -20.0627 0.1065
H 13.3032 -12.4437 5.1161
H 9.7069 -14.0401 5.0397
C 15.4335 -15.0407 -1.9400
C 17.5024 -18.4492 2.7067
H 17.3202 -14.5994 -2.9122
C 10.6494 -15.5974 -3.2392
H 14.6585 -17.4093 3.0680
C 10.8406 -16.6615 -4.1232
H 17.4422 -18.9373 3.6429
C 14.9412 -19.5123 3.4959
C 14.4781 -15.9513 -1.6507
H 15.3226 -14.0170 -1.6811
H 12.9303 -20.1220 -1.9366
H 9.2871 -17.0432 2.6409
C 14.6091 -17.2418 -2.2301
H 14.7112 -13.2568 4.3852
C 10.1779 -18.9732 0.1332
C 12.1178 -15.2338 -5.5882
C 12.8362 -14.1535 3.9000
H 10.5995 -17.6907 -3.8273
H 19.8723 -17.4536 0.4252
C 9.7614 -20.9429 1.4542
H 9.3864 -12.6361 2.7720
C 15.6091 -18.9406 -3.6590
N 13.3056 -15.5695 -0.9427
H 5.7902 -14.5796 1.6781
H 7.0681 -12.6219 2.1590
H 8.1957 -16.5870 -2.8424
C 6.8413 -14.6751 2.0227
C 13.1581 -14.9659 2.8290
Ti 12.6135 -17.5632 -0.0810
H 13.6030 -14.8344 -0.2759
N 14.0253 -18.5946 1.4566
O 8.5604 -17.5940 -1.1242
H 12.5367 -15.1835 -1.5925
H 11.0729 -14.5297 5.9999
O 11.6756 -16.2947 1.2911
H 19.6355 -18.6787 2.6876
C 8.5746 -16.3379 -1.8466
O 13.7476 -20.2620 2.9818
C 10.0744 -15.8400 -1.8551
C 11.9095 -15.4845 2.2732
C 11.9277 -14.1302 -4.8092
C 13.7338 -19.4789 -2.2541
C 17.8104 -16.7716 0.4924
C 15.6397 -17.5772 -3.1706
C 13.7219 -13.4281 4.8526
C 15.0119 -18.3010 2.5166
C 8.8819 -13.5895 2.7357
C 16.5631 -16.9862 1.0438
H 14.1976 -14.9926 2.5249
H 12.4983 -13.1742 -4.9561
H 14.7597 -20.8608 -3.5554
C 11.9358 -19.9798 1.4239
N 13.6633 -18.2099 -1.8148
C 11.0923 -14.3321 -3.6192
N 11.5051 -14.0645 4.0077
H 10.8645 -12.7888 5.6077
C 7.5567 -13.5484 2.3245
H 11.5653 -21.7530 2.5450
C 16.4031 -17.9533 2.0396
H 9.0739 -21.6613 1.9158
C 8.7864 -16.0558 2.5558
N 10.7539 -17.0111 -1.2172
H 6.7843 -16.8261 1.8810
C 11.1082 -20.9993 1.8849
C 9.3137 -20.0260 0.5434
H 11.4743 -17.3014 -6.0617
H 12.9220 -15.1496 -6.3247
N 11.5214 -19.0784 0.4217
H 10.8642 -13.5043 -2.9083
H 17.8684 -16.1144 -0.3971
C 13.2617 -19.5711 1.9151
C 14.7057 -19.8646 -3.1841
C 18.7992 -18.2496 2.1455
H 15.6336 -16.4443 0.7334
H 15.8022 -20.2865 3.2794
C 9.8492 -17.8090 -0.7109
*
```


# 4
Here is a gas-phase ion, C4H10N2 (charge +1) in a non-equilibrium geometry from the OMol25 dataset. Energies are from ωB97M-V with the def2-TZVPD basis set.

Results
relative energy (zero: lowest compared OMol25 entry of this formula, charge and spin) = 40.1 kcal per mole
HOMO energy (spin up / spin down) = -16.1 / -16.4 eV
LUMO level (spin up / spin down) = -3.906 / -8.218 eV
⟨S²⟩ = 0.7840

Structure (ORCA input):
```
! wB97M-V def2-TZVPD RIJCOSX def2/J DEFGRID3
* xyz 1 2
H 0.6914 -0.8340 0.3342
H -0.3329 -0.0767 -1.6899
C -1.5943 -0.6592 1.1268
N 0.8875 0.0762 -0.1024
C 2.1965 0.2247 -0.4069
H -0.1612 1.5928 -1.1035
H -2.4971 -0.5622 1.7250
C -0.3192 0.5543 -0.7952
N 2.9212 -0.8261 -0.2747
H 2.5025 1.2117 -0.7182
H -2.3925 0.2855 -0.5908
H -0.7494 -0.6191 1.8182
C -1.5662 0.4812 0.0898
H -1.7117 -1.6105 0.6138
H 3.8848 -0.6853 -0.5766
H -1.7593 1.4467 0.5501
*
```


# 5
Here is 11 unconnected molecules or ions with the total composition C19H60N4O11 in a non-equilibrium geometry from the OMol25 dataset. Energies are from ωB97M-V with the def2-TZVPD basis set.

Results
relative energy (zero: lowest compared OMol25 entry of this formula, charge and spin) = 74.4 kcal per mole
structure (SMILES) = NC(N)=O.NC(N)=O.CC(C)O.CC(C)O.CC(C)O.CC(C)O.CO.CO.CO.CO.CO
HOMO energy = -9.1 eV
LUMO level = -0.059 eV

Structure (ORCA input):
```
! wB97M-V def2-TZVPD RIJCOSX def2/J DEFGRID3
* xyz 0 1
C 1.3239 1.3166 -0.6351
H 1.1069 -1.3204 2.7479
C -0.4651 1.3296 1.2299
C -2.5711 2.9546 -1.8391
H 4.0719 0.0866 -0.3161
H -2.0151 -0.7384 -5.0681
C -3.8811 -0.2214 0.8189
H -4.6241 -1.6324 1.9569
H 3.6379 -0.5354 5.1899
H -1.9871 -3.0344 1.1959
H -3.5401 3.4706 -2.0281
O 3.1789 -1.4394 -2.0821
C 0.2829 -1.4474 3.4049
H -0.1971 -3.3974 2.8799
H 1.2239 2.0726 -5.2661
H 4.9819 -2.2864 2.5009
H 3.8539 1.0906 2.4679
C 0.2299 0.5566 0.1009
H -0.1701 2.4976 -3.3121
H -3.6191 -1.9664 -6.1801
H 5.2159 0.1206 4.6869
H 2.3449 -1.4654 -0.2411
O -2.7121 1.5796 -1.7021
H -3.4731 -0.3004 3.1219
C 2.9309 1.4686 -3.7191
H 0.1699 1.7366 2.0039
H -0.3321 -2.4264 0.7719
O 0.2439 2.0506 -5.2891
H -1.4101 1.4916 -4.1211
H 3.5279 1.3756 -5.6461
O 6.1019 0.3616 0.1869
O 2.8939 1.8586 -5.0791
C -3.9641 0.0316 -4.7621
H -1.5881 -1.3544 1.3249
H 2.1449 -3.0264 -1.1261
O -0.6221 0.0486 -0.6351
H 5.0659 -1.5034 4.9559
H 2.0879 1.6566 0.0379
H -3.3461 1.5106 0.0589
H 2.4449 0.5576 3.1849
C -2.6521 0.9286 4.4489
C -2.8161 -1.4114 -3.1141
C -3.0021 -1.0934 -4.6881
C -0.7221 -2.4824 2.9099
H -2.0421 -3.5264 3.5709
H 3.8699 -2.1144 -2.0951
H -3.7021 1.6586 1.6809
O -3.4401 -2.1174 -5.2231
H 3.3659 -1.7794 3.2989
H 1.2369 -1.5434 -1.5271
H 0.7579 -0.2354 0.6539
H -4.9931 -0.2454 -4.5771
H -3.7991 -1.6694 -2.6061
H -1.8811 3.3276 -2.5861
H 4.9369 0.9066 -1.4621
H -1.1821 0.7106 1.7449
H -0.2041 -0.4184 3.4249
H 2.3339 0.5646 -3.5661
H 2.8759 -0.1914 1.6009
N -4.4541 -0.6034 1.9149
C -1.1651 -2.3264 1.4679
N -1.9121 0.9826 5.5209
O -3.4441 1.9806 3.9869
H 3.9719 1.1306 -3.4241
H -1.8971 1.1216 -1.5701
C -0.3491 1.7266 -4.0651
H -5.0251 0.0656 2.4429
H -2.0851 3.3456 -0.9961
H 4.4819 1.7176 -0.0261
H 1.6539 0.7056 -1.4441
C 4.0469 -0.9414 3.2009
O -3.5481 -1.1164 -0.2071
H -2.2111 -2.2584 -2.9101
H 2.6189 2.1686 -3.0121
H 0.5749 -1.6564 4.4459
H 0.9929 2.2136 -1.0811
H -3.8881 0.6756 -5.6681
H 5.9509 -0.0784 1.0289
N -2.8041 -0.2694 3.9289
H -1.3821 0.1346 5.8219
C 2.1629 -1.9424 -1.2011
O 4.8969 -1.3194 2.3649
H -2.4901 -0.5374 -2.5471
H -2.1441 -1.0364 3.8929
N -3.7011 1.0656 0.8729
H -1.1131 -0.5834 -0.0971
O -1.6581 -2.6474 3.7249
H -1.6541 1.8376 5.8849
C 4.5259 -0.6674 4.5699
H -0.9081 2.2496 0.8419
H 0.0189 0.7976 -3.6091
C 4.9139 0.7826 -0.3771
C 3.2689 0.1846 2.6019
H -3.7341 0.7026 -3.9441
*
```